Record 1
C31H32F6N2O4S6Sc as an isolated structure, computed with wB97M-V/def2-TZVPD.

Results
Total charge: -1
Relative energy (zero: lowest compared OMol25 entry of this formula, charge and spin), kcal per mole: 53.3
Max |F|, eV Å⁻¹: 0.58

Geometry (Å):
Sc  0.365  1.320  -0.100
C  0.450  -3.950  2.091
C  1.396  -4.444  0.999
S  2.586  -3.185  0.474
C  2.459  -3.249  -1.330
C  1.085  -3.036  -1.954
S  0.201  -1.535  -1.429
C  -1.398  -2.207  -0.966
C  -1.477  -3.122  0.252
S  -0.574  -2.510  1.703
H  -0.187  -4.782  2.405
H  1.025  -3.642  2.967
H  1.936  -5.316  1.374
H  0.833  -4.777  0.127
H  3.141  -2.461  -1.652
H  2.875  -4.190  -1.698
H  1.216  -3.006  -3.039
H  0.433  -3.886  -1.745
H  -1.936  -1.284  -0.765
H  -1.859  -2.699  -1.827
H  -2.533  -3.221  0.513
H  -1.107  -4.122  0.024
F  1.240  -0.835  4.308
C  1.072  0.485  4.235
F  -0.193  0.742  3.922
F  1.339  1.015  5.431
S  2.213  1.171  2.957
O  1.646  0.644  1.728
O  3.505  0.703  3.338
N  2.138  2.730  3.084
S  1.110  3.652  2.317
O  1.761  4.737  1.663
O  0.078  2.909  1.608
C  0.193  4.421  3.718
F  -0.751  5.225  3.232
F  -0.382  3.493  4.481
F  1.022  5.142  4.473
S  3.315  0.874  -3.880
C  4.162  -0.030  -2.666
C  5.274  -0.855  -2.796
C  5.798  -1.429  -1.652
C  5.226  -1.181  -0.400
C  4.113  -0.373  -0.270
C  3.568  0.203  -1.418
N  2.476  1.058  -1.449
C  2.253  1.515  -2.647
C  1.220  2.515  -2.928
C  1.174  3.157  -4.172
C  0.243  4.155  -4.378
C  -0.626  4.499  -3.343
C  -0.573  3.834  -2.128
C  0.352  2.812  -1.865
H  5.723  -1.034  -3.765
H  6.664  -2.073  -1.726
H  5.651  -1.641  0.482
H  3.660  -0.191  0.693
H  1.865  2.894  -4.967
H  0.195  4.669  -5.331
H  -1.354  5.289  -3.498
H  -1.282  4.109  -1.353
C  -3.637  2.240  0.466
C  -3.067  0.965  -0.195
C  -3.366  1.047  -1.695
C  -1.559  0.924  -0.034
C  -3.776  -0.231  0.459
C  -3.536  -0.524  1.805
C  -4.149  -1.591  2.439
C  -5.029  -2.412  1.742
C  -5.282  -2.140  0.407
C  -4.666  -1.061  -0.221
H  -3.180  3.115  0.001
H  -3.390  2.264  1.529
H  -4.728  2.304  0.361
H  -2.822  1.899  -2.103
H  -4.433  1.180  -1.908
H  -3.009  0.156  -2.219
H  -1.287  0.763  1.052
H  -2.835  0.088  2.359
H  -3.923  -1.795  3.479
H  -5.504  -3.253  2.233
H  -5.962  -2.770  -0.155
H  -4.881  -0.876  -1.266



Record 2
C29H23FeNPS3 as an isolated structure, computed with wB97M-V/def2-TZVPD.

Results
Relative energy (zero: lowest compared OMol25 entry of this formula, charge and spin), kcal per mole: 0.2
Max |F|, eV Å⁻¹: 0.17
Multiplicity: 2

Geometry (Å):
Fe  0.243  -0.434  -0.366
S  0.427  2.260  -3.912
C  0.333  1.294  -2.597
S  0.791  -0.383  -2.511
S  -0.178  1.741  -0.994
C  5.437  3.105  -1.095
C  5.356  2.777  0.252
C  4.395  1.879  0.689
C  3.514  1.297  -0.223
C  3.604  1.624  -1.575
C  4.561  2.531  -2.004
P  2.307  0.082  0.349
C  1.870  0.613  2.038
C  1.376  1.907  2.220
C  0.950  2.320  3.472
C  1.003  1.444  4.550
C  1.480  0.154  4.371
C  1.911  -0.265  3.119
C  3.126  -1.503  0.541
C  4.454  -1.716  0.786
C  4.915  -3.033  0.998
C  4.035  -4.079  0.972
C  2.657  -3.879  0.713
C  1.728  -4.947  0.669
C  0.419  -4.689  0.394
C  -0.027  -3.367  0.143
C  0.817  -2.279  0.167
C  2.190  -2.566  0.473
H  6.181  3.814  -1.433
H  6.036  3.226  0.964
H  4.323  1.640  1.743
H  2.927  1.179  -2.291
H  4.612  2.792  -3.053
H  1.325  2.587  1.378
H  0.575  3.326  3.606
H  0.670  1.768  5.527
H  1.522  -0.532  5.207
H  2.283  -1.273  2.987
H  5.149  -0.885  0.817
H  5.966  -3.209  1.185
H  4.387  -5.091  1.141
H  2.074  -5.958  0.848
H  -0.297  -5.501  0.356
H  -1.078  -3.244  -0.094
C  -5.954  -1.574  -0.272
C  -4.475  -1.336  -0.340
C  -3.815  -1.180  -1.551
C  -2.453  -0.939  -1.570
N  -1.731  -0.864  -0.454
C  -2.353  -1.015  0.722
C  -3.708  -1.245  0.820
H  -6.360  -1.828  -1.249
H  -6.464  -0.676  0.084
H  -6.187  -2.380  0.424
H  -4.354  -1.239  -2.487
H  -1.908  -0.796  -2.494
H  -1.732  -0.958  1.609
H  -4.160  -1.358  1.797



Record 3
C43H41KN2PS5Sb as an isolated structure, computed with wB97M-V/def2-TZVPD.

Results
Total charge: -2
Relative energy (zero: lowest compared OMol25 entry of this formula, charge and spin), kcal per mole: 4.0
Max |F|, eV Å⁻¹: 0.77

Geometry (Å):
K  -1.138  -0.385  -1.209
N  -5.372  -0.663  -0.597
P  -3.897  0.219  -0.348
C  -3.797  0.371  1.491
C  -4.928  0.674  2.250
C  -4.852  0.779  3.634
C  -3.638  0.584  4.283
C  -2.509  0.268  3.539
C  -2.592  0.152  2.156
C  -4.679  1.951  -0.657
C  -5.358  2.186  -1.862
C  -5.709  3.463  -2.285
C  -5.373  4.570  -1.514
C  -4.674  4.372  -0.329
C  -4.331  3.089  0.084
C  -4.883  -1.992  -0.523
C  -5.535  -3.165  -0.812
C  -4.745  -4.357  -0.544
C  -3.511  -4.291  -0.009
C  -2.764  -2.987  0.275
N  -3.633  -1.841  -0.093
H  -6.038  -0.418  -1.308
H  -5.869  0.832  1.738
H  -5.740  1.022  4.209
H  -3.574  0.671  5.362
H  -1.559  0.104  4.037
H  -1.704  -0.123  1.595
H  -5.601  1.342  -2.503
H  -6.232  3.599  -3.226
H  -5.636  5.569  -1.840
H  -4.392  5.227  0.277
H  -3.767  2.971  1.004
H  -6.556  -3.199  -1.169
H  -5.172  -5.328  -0.786
H  -2.942  -5.198  0.175
H  -2.571  -2.918  1.361
C  -2.109  3.680  -2.551
S  -0.395  4.061  -3.021
C  0.255  4.473  -1.451
C  0.571  3.576  -0.475
S  0.444  1.871  -0.521
S  1.129  4.355  1.009
C  1.058  6.005  0.522
S  1.502  7.277  1.485
S  0.449  6.171  -1.069
H  -2.628  3.358  -3.456
H  -2.598  4.562  -2.141
H  -2.119  2.873  -1.817
C  1.969  -4.453  -0.383
C  3.385  -3.967  -0.607
C  4.388  -4.871  -0.961
C  5.699  -4.457  -1.155
C  6.026  -3.116  -1.002
C  5.034  -2.207  -0.655
C  3.717  -2.614  -0.448
Sb  2.191  -1.125  0.045
C  2.977  -0.004  -1.650
C  2.464  -0.557  -2.827
C  2.788  -0.053  -4.078
C  3.641  1.038  -4.166
C  4.155  1.594  -3.004
C  3.841  1.091  -1.740
C  4.413  1.789  -0.534
C  3.135  -0.385  1.872
C  2.886  0.954  2.191
C  3.346  1.532  3.366
C  4.056  0.758  4.270
C  4.259  -0.587  4.000
C  3.796  -1.185  2.826
C  3.998  -2.677  2.680
H  1.875  -5.516  -0.610
H  1.243  -3.906  -0.989
H  1.660  -4.305  0.656
H  4.132  -5.920  -1.085
H  6.461  -5.179  -1.429
H  7.045  -2.778  -1.157
H  5.297  -1.160  -0.546
H  1.788  -1.409  -2.769
H  2.374  -0.505  -4.971
H  3.901  1.456  -5.131
H  4.814  2.455  -3.070
H  5.349  2.292  -0.786
H  4.597  1.101  0.291
H  3.712  2.548  -0.168
H  2.314  1.559  1.492
H  3.143  2.578  3.567
H  4.427  1.188  5.193
H  4.776  -1.205  4.728
H  4.179  -3.125  3.659
H  4.844  -2.914  2.035
H  3.119  -3.159  2.249
C  -1.388  -2.974  -0.424
H  -0.644  -3.476  0.217
H  -1.466  -3.555  -1.360